No. 1
Computed, not measured: a cluster of 12 separate species, C29H68N14O15 in total, with wB97M-V/def2-TZVPD.

## Properties
HOMO energy   -7.630 eV
Maximum force   8.4 eV Å⁻¹
Molar mass   852.95 u

```
126
Properties=species:S:1:pos:R:3:mulliken_charge:R:1
C -0.00160 -0.03596 -0.42669 -0.818
C -1.43645 -0.32736 -1.23307 0.638
O -1.05255 -0.69673 -2.60447 -0.465
C -2.36961 -1.46908 -0.46843 -1.192
N -3.77511 -1.01162 -0.16279 -0.060
C -4.76493 -1.16738 -1.09598 0.368
N -4.67766 -1.75245 -2.46886 -0.073
C -5.67993 -2.84867 -2.73826 -0.010
O -7.02552 -2.24719 -2.45205 -0.383
C -7.05919 -1.89704 -1.02388 0.299
C -8.62419 -1.73887 -0.55941 0.060
O -9.40409 -2.85457 -0.56498 -0.620
O -9.28809 -0.46494 -0.17485 -0.649
N -6.17081 -0.70999 -0.64839 -0.301
H -0.04622 0.99406 0.12923 0.324
H 0.33053 -0.93931 0.24762 0.117
H 0.83667 0.08277 -1.26766 0.191
H -2.00450 0.71219 -1.26539 0.179
H -1.61354 -1.43999 -2.97460 0.248
H -1.77412 -1.76688 0.52253 0.317
H -2.35230 -2.46172 -1.13121 0.462
H -3.93280 -0.58588 0.80084 0.314
H -3.72512 -1.95460 -2.81694 0.175
H -5.49666 -3.79952 -2.07773 0.267
H -5.61747 -3.10485 -3.89421 0.187
H -6.62775 -2.83031 -0.43647 0.159
H -6.19005 -0.51818 0.37683 0.287
O 2.65235 -1.27796 -2.06203 -0.608
C 2.79917 -1.83543 -3.14359 0.562
N 4.04198 -2.07512 -3.64463 -0.326
C 1.64885 -2.29318 -3.99287 -0.625
H 4.21320 -2.53036 -4.52951 0.176
H 4.83363 -1.77555 -3.08998 0.192
H 1.02939 -1.42955 -4.24997 0.128
H 1.05445 -3.01686 -3.42850 0.182
H 1.99020 -2.76644 -4.91776 0.332
O 6.76018 -0.57130 -2.88611 -0.708
C 7.14194 0.29713 -2.11010 0.534
N 8.21068 0.08591 -1.29385 -0.246
C 6.48092 1.64001 -1.99283 -0.186
H 8.56179 0.76969 -0.63908 0.208
H 8.67307 -0.81219 -1.35474 0.206
H 5.43658 1.49929 -1.70084 0.189
H 6.52687 2.14610 -2.96097 0.254
H 6.97119 2.26991 -1.24531 -0.214
O 9.59032 1.94524 0.82924 -0.756
C 9.04911 2.81590 1.50091 0.569
N 9.38984 3.00717 2.80490 -0.237
C 7.98698 3.72803 0.95876 -0.360
H 8.97277 3.71023 3.39762 0.151
H 10.10384 2.40420 3.19311 0.233
H 7.13991 3.12632 0.61800 0.167
H 8.39765 4.29389 0.11811 0.374
H 7.63279 4.43357 1.71552 -0.309
O 0.81441 0.72266 2.85480 -0.607
C 1.52455 -0.14881 3.34302 0.651
N 2.36575 -0.88374 2.56499 -0.302
C 1.53038 -0.47628 4.80821 -0.886
H 2.96899 -1.61114 2.92072 0.182
H 2.37957 -0.68125 1.57358 0.182
H 0.52630 -0.78887 5.10789 0.240
H 1.82156 0.41434 5.37172 0.255
H 2.23170 -1.28236 5.04122 0.316
O -12.86647 -6.28649 -2.67007 -0.690
C -12.42834 -5.46349 -1.87457 0.512
N -11.61975 -4.45014 -2.28974 -0.273
C -12.73676 -5.49818 -0.40566 -0.317
H -11.23493 -3.74934 -1.67301 0.201
H -11.39752 -4.40573 -3.27601 0.211
H -12.38417 -6.44586 0.01062 -0.044
H -13.81802 -5.41505 -0.26602 0.283
H -12.25082 -4.67832 0.13064 0.088
O 10.81427 5.84749 2.78895 -0.628
C 11.58611 5.86593 1.83709 0.712
N 11.15267 5.58015 0.57871 -0.233
C 13.04431 6.19752 1.97027 -0.981
H 11.74973 5.58239 -0.23559 0.193
H 10.17315 5.35349 0.46362 0.128
H 13.51366 5.47732 2.64609 0.324
H 13.14489 7.20605 2.38048 0.208
H 13.55904 6.15918 1.00615 0.307
O 5.96821 6.35828 2.12968 -0.626
C 5.95806 6.22008 3.34742 0.731
N 7.10113 5.93398 4.02905 -0.317
C 4.71362 6.35081 4.17706 -0.904
H 7.14276 5.81122 5.03043 0.191
H 7.95333 5.84098 3.49127 0.174
H 3.98370 5.60744 3.84493 0.234
H 4.30123 7.35494 4.04596 0.260
H 4.91578 6.19180 5.23997 0.321
O 13.03818 8.71059 -0.21221 -0.623
C 12.00818 9.37428 -0.18530 0.708
N 11.67751 10.10937 0.91168 -0.396
C 11.04160 9.43475 -1.33251 -0.882
H 10.84119 10.67093 0.98089 0.182
H 12.31381 10.08461 1.69818 0.230
H 10.67246 8.42689 -1.54149 0.198
H 11.55719 9.82729 -2.21320 0.260
H 10.18770 10.08081 -1.11026 0.336
O -12.29952 -5.99750 2.33466 -0.584
C -11.58938 -6.86896 2.82288 0.698
N -10.74818 -7.60389 2.04485 -0.341
C -11.58355 -7.19643 4.28806 -0.931
H -10.14494 -8.33130 2.40058 0.178
H -10.73436 -7.40141 1.05344 0.217
H -12.58764 -7.50902 4.58774 0.252
H -11.29237 -6.30582 4.85158 0.230
H -10.88223 -8.00252 4.52108 0.325
O -10.71100 -2.40862 4.94286 -0.683
C -10.19530 -2.20041 3.85070 0.590
N -10.79318 -2.62149 2.70253 -0.262
C -8.88890 -1.47938 3.68497 -0.415
H -10.40766 -2.47370 1.78106 0.198
H -11.67515 -3.11016 2.78867 0.129
H -8.10815 -2.02853 4.21842 0.240
H -8.98124 -0.47311 4.10261 0.243
H -8.60160 -1.39644 2.63306 -0.056
O -4.16158 -3.84196 -5.29255 -0.604
C -4.01477 -4.39943 -6.37412 0.623
N -2.77196 -4.63912 -6.87516 -0.395
C -5.16508 -4.85718 -7.22339 -0.890
H -2.60073 -5.09436 -7.76003 0.186
H -1.98030 -4.33955 -6.32051 0.195
H -5.78455 -3.99355 -7.48050 0.251
H -5.75948 -5.58086 -6.65903 0.252
H -4.82373 -5.33044 -8.14829 0.337
```

***

No. 2
Computed, not measured: a cluster of 6 separate species, C29H70F3N5O11P3 in total, with wB97M-V/def2-TZVPD.

## Properties
HOMO energy   -11.158 eV
Maximum force   2.1 eV Å⁻¹
Total charge   +1
Molar mass   814.82 u

```
121
Properties=species:S:1:pos:R:3:mulliken_charge:R:1
C -1.43569 -2.42858 2.09956 -1.425
C -1.56813 -1.01196 1.52810 0.551
O -2.18044 -1.12679 0.21977 -0.402
P -1.67351 -0.18756 -0.95286 0.826
O -1.96468 -0.81337 -2.24531 -0.883
C -2.53321 1.40605 -0.92994 0.147
C -3.04746 1.94830 0.41943 -1.411
N -2.84324 3.38310 0.53953 0.770
C -3.58122 4.44763 0.17502 0.920
N -4.74430 4.44686 -0.49771 0.432
N -5.32119 5.71475 -0.73034 -0.965
C -5.44309 3.29734 -1.05147 0.250
P -6.60155 2.60366 0.19946 0.998
O -7.97348 3.06532 0.02125 -0.748
O -6.01069 3.10383 1.58656 -0.467
O -6.45968 1.01125 0.24425 -0.545
N -3.01500 5.60424 0.56790 -0.593
C -1.88052 5.28224 1.15019 0.296
P -0.91131 6.70796 1.79675 -0.442
C 0.28552 7.26818 0.52752 -0.623
C 1.68755 6.63947 0.55687 -0.937
C -0.06978 6.32915 3.37830 -0.390
C 0.77793 7.57123 3.75149 -1.249
N -1.72000 3.93736 1.13166 0.076
C -0.56880 3.26557 1.66833 0.253
F -0.52115 1.99604 1.25731 -0.012
F -0.63193 3.27753 3.01033 -0.278
F 0.54412 3.88577 1.28474 -0.219
O -0.14185 0.18545 -0.80351 0.009
C 0.77773 -0.90256 -1.06407 -0.203
C 2.19772 -0.34649 -1.01392 -1.340
H -0.39796 -2.72950 2.13555 0.326
H -1.94074 -2.54982 3.04747 0.271
H -1.91346 -3.10453 1.39922 0.347
H -2.17151 -0.42915 2.21705 0.068
H -0.56647 -0.59704 1.50020 0.207
H -1.81798 2.12566 -1.31819 0.599
H -3.31001 1.31708 -1.67858 -0.574
H -4.09270 1.71119 0.52963 0.018
H -2.57505 1.43074 1.23740 0.895
H -5.41250 5.80861 -1.73579 0.290
H -6.26333 5.71629 -0.34897 0.276
H -4.79452 2.55751 -1.50757 -0.568
H -6.09247 3.66103 -1.83418 0.437
H -6.77402 3.26464 2.15534 0.351
H -6.12267 0.68714 -0.60049 0.363
H -0.17062 7.07585 -0.43995 0.484
H 0.36002 8.34354 0.60926 0.396
H 2.00104 6.40447 1.56508 0.223
H 2.42569 7.27388 0.08336 0.391
H 1.66981 5.71689 -0.01304 0.203
H -0.83246 6.18228 4.12782 0.528
H 0.58655 5.46912 3.34926 0.300
H 0.63093 8.39930 3.06601 0.343
H 0.50685 7.93445 4.73133 0.351
H 1.82573 7.30742 3.74971 0.330
H 0.68947 -1.65961 -0.29052 0.268
H 0.58280 -1.36251 -2.02166 0.424
H 2.68571 -0.57904 -0.08229 0.256
H 2.12241 0.73688 -1.05599 0.414
H 2.79038 -0.65497 -1.86068 0.353
C -5.59451 -0.77420 6.01477 -1.349
C -4.29326 -1.41230 5.55704 0.335
C -3.19040 -1.22908 6.58740 -1.258
O -3.88882 -0.85332 4.30056 -0.356
H -5.46290 0.30233 6.15693 0.349
H -6.37338 -0.91172 5.26459 0.317
H -5.93722 -1.20592 6.95500 0.385
H -4.45140 -2.47526 5.37544 0.277
H -2.98839 -0.16596 6.74643 0.327
H -2.26340 -1.68940 6.24375 0.303
H -3.46486 -1.67381 7.54380 0.402
H -3.74529 0.08810 4.43810 0.271
C 6.31695 -3.00853 -1.99754 -1.212
C 5.68549 -2.99458 -0.61442 0.296
C 5.57233 -4.39714 -0.03734 -1.151
O 4.39060 -2.38647 -0.67537 -0.405
H 5.70695 -3.59066 -2.69275 0.134
H 6.38775 -1.99910 -2.40160 0.339
H 7.31765 -3.44162 -1.97063 0.439
H 6.28174 -2.37153 0.05303 0.260
H 4.93751 -5.02287 -0.67121 0.318
H 5.11327 -4.37365 0.95088 0.214
H 6.55320 -4.86929 0.04366 0.425
H 3.84846 -2.92551 -1.26029 0.301
C 4.17557 -8.36032 3.01694 -1.440
C 4.69902 -7.05004 2.44966 0.524
C 5.81220 -6.47342 3.31156 -1.209
O 3.63078 -6.10585 2.33726 -0.507
H 3.75819 -8.20450 4.01542 0.358
H 3.37759 -8.75670 2.38898 0.342
H 4.96722 -9.10706 3.08666 0.374
H 5.06963 -7.21297 1.43693 0.257
H 5.44397 -6.26149 4.31908 0.344
H 6.17318 -5.53371 2.89298 0.297
H 6.65218 -7.16458 3.38954 0.361
H 3.28959 -5.94857 3.22287 0.330
C 8.24235 -3.71310 -7.16139 -1.383
C 7.64142 -3.73922 -5.76450 0.482
C 6.60484 -4.84487 -5.62969 -1.109
O 7.05681 -2.47153 -5.45877 -0.525
H 7.46680 -3.51763 -7.90692 0.353
H 8.98198 -2.91686 -7.24417 0.328
H 8.72279 -4.66148 -7.40464 0.376
H 8.43309 -3.88922 -5.02975 0.272
H 5.78108 -4.68324 -6.33046 0.322
H 6.18172 -4.85333 -4.62535 0.170
H 7.04097 -5.82401 -5.83086 0.382
H 6.35400 -2.31310 -6.09627 0.340
C -5.62764 0.32005 -4.11071 -0.881
C -5.09175 1.51813 -4.88039 0.360
C -4.55402 1.11118 -6.24111 -1.418
O -4.06230 2.16381 -4.11848 -0.504
H -4.83200 -0.40888 -3.93386 0.272
H -6.01002 0.63090 -3.13399 -0.021
H -6.43356 -0.17277 -4.65371 0.465
H -5.88360 2.25747 -5.00635 0.328
H -3.72798 0.40431 -6.12916 0.352
H -4.17065 1.97980 -6.77601 0.335
H -5.32904 0.64304 -6.84775 0.413
H -3.35003 1.52248 -4.00484 0.337
```

***

molar mass of number 2 (C29H70F3N5O11P3)?
814.82 u